{
  "formula": "C4H5NO2S",
  "method": "ωB97M-V/def2-TZVPD",
  "symbols": ["C", "N", "S", "O", "O", "C", "C", "C", "H", "H", "H", "H", "H"],
  "positions_angstrom": [[0.548, -0.849, -2.336], [1.193, -0.495, -1.329], [0.325, 1.201, -0.532], [1.423, 2.134, -0.590], [-0.900, 1.327, -1.182], [-0.124, 0.563, 1.067], [0.418, -0.085, 2.041], [-1.151, -0.236, 1.751], [0.700, -1.764, -2.777], [-0.298, -0.359, -2.608], [1.218, -0.503, 2.518], [-1.694, -1.111, 1.346], [-1.658, 0.177, 2.631]],
  "forces_ev_per_a": [[0.6, 0.5, 2.1], [-0.3, 2.0, 2.0], [4.2, -3.0, 0.0], [-1.2, -0.3, 0.6], [-2.7, 1.0, -1.7], [1.3, 0.5, -0.6], [-2.9, -0.1, -1.8], [0.3, -0.1, 1.9], [1.1, -2.1, -1.3], [-2.7, 1.7, -1.2], [1.8, -0.8, 1.0], [1.0, 0.3, 0.0], [-0.5, 0.4, -0.9]],
  "lowdin_charge": [-0.1152, -0.0075, 0.7196, -0.3076, -0.3065, -0.3256, 0.0761, -0.0656, 0.0511, 0.0253, 0.0783, 0.0987, 0.0790],
  "de_lowest_kj_mol": 652.99,
  "lumo_energy_ev": -0.136,
  "smiles": "C=NS(=O)(=O)C1=CC1",
  "largest_force_ev_per_a": 5.19
}

---

{
  "formula": "C16H22NO2S",
  "method": "ωB97M-V/def2-TZVPD",
  "symbols": ["C", "O", "C", "C", "C", "C", "C", "C", "N", "C", "C", "C", "C", "C", "C", "S", "C", "C", "O", "C", "H", "H", "H", "H", "H", "H", "H", "H", "H", "H", "H", "H", "H", "H", "H", "H", "H", "H", "H", "H", "H", "H"],
  "positions_angstrom": [[-0.541, 3.827, -0.641], [-0.795, 2.830, -1.605], [0.007, 1.735, -1.656], [1.044, 1.506, -0.764], [1.816, 0.353, -0.819], [1.576, -0.599, -1.805], [2.312, -1.914, -1.798], [1.486, -2.914, -0.978], [1.189, -2.301, 0.340], [-0.095, -2.698, 0.991], [-0.344, -1.838, 2.179], [-0.364, -2.175, 3.497], [-0.622, -1.073, 4.340], [-0.789, 0.101, 3.673], [-1.063, 1.450, 4.223], [-0.643, -0.132, 1.959], [0.548, -0.373, -2.707], [-0.238, 0.776, -2.671], [-1.188, 0.818, -3.624], [-1.964, 1.975, -3.874], [0.458, 4.257, -0.761], [-0.658, 3.439, 0.375], [-1.287, 4.598, -0.821], [1.265, 2.234, -0.001], [2.655, 0.257, -0.144], [3.305, -1.796, -1.363], [2.428, -2.297, -2.810], [0.538, -3.096, -1.487], [2.005, -3.863, -0.847], [1.154, -1.261, 0.147], [1.962, -2.460, 0.995], [-0.047, -3.749, 1.283], [-0.885, -2.569, 0.246], [-0.214, -3.176, 3.860], [-0.683, -1.150, 5.409], [-1.992, 1.851, 3.821], [-1.146, 1.397, 5.306], [-0.261, 2.143, 3.968], [0.336, -1.084, -3.490], [-2.549, 1.732, -4.760], [-1.335, 2.842, -4.080], [-2.634, 2.199, -3.043]],
  "forces_ev_per_a": [[0.0, 0.2, 0.2], [0.0, -0.4, -0.3], [0.0, 0.1, 0.0], [-0.2, 0.1, -0.1], [0.1, 0.1, -0.4], [0.2, 0.1, 0.1], [-0.2, 0.1, 0.1], [0.2, -0.2, -0.6], [0.1, 0.3, 0.0], [-0.5, -0.1, 0.4], [0.0, 0.4, -0.1], [0.0, 0.0, -0.4], [-0.1, 0.3, 0.0], [0.1, -0.2, -0.3], [0.0, 0.2, 0.0], [0.0, -0.5, 0.5], [-0.1, 0.2, 0.1], [0.0, -0.1, 0.0], [0.3, -0.3, 0.3], [-0.4, 0.5, -0.2], [0.0, 0.0, 0.0], [0.0, 0.0, 0.0], [0.1, 0.0, 0.1], [0.0, 0.1, 0.1], [0.1, -0.1, 0.1], [0.1, 0.0, 0.0], [0.0, -0.1, 0.0], [0.0, 0.0, 0.2], [-0.1, 0.0, 0.1], [0.0, -0.5, 0.3], [-0.1, 0.1, -0.1], [0.1, 0.1, -0.1], [0.2, -0.1, -0.1], [0.0, -0.2, 0.0], [0.0, 0.0, 0.2], [0.0, 0.1, 0.1], [0.0, 0.0, 0.0], [0.0, 0.1, 0.1], [-0.1, -0.1, -0.1], [0.1, 0.0, 0.1], [0.0, -0.1, 0.0], [0.1, 0.0, -0.1]],
  "lowdin_charge": [-0.0571, -0.0990, -0.1888, -0.0243, -0.0938, -0.2635, -0.1095, -0.1159, 0.0293, -0.1397, -0.5223, -0.1062, -0.1162, -0.5602, -0.0906, 1.0938, 0.0544, -0.1789, -0.0471, -0.0499, 0.1042, 0.0934, 0.1036, 0.1101, 0.1255, 0.1261, 0.1312, 0.1357, 0.1389, 0.1083, 0.1941, 0.1457, 0.1382, 0.1193, 0.1200, 0.0842, 0.0883, 0.0825, 0.1376, 0.1004, 0.1018, 0.0962],
  "de_lowest_kj_mol": 0.00,
  "total_charge": 1,
  "lumo_energy_ev": -2.470,
  "smiles": "COc1ccc(CC[NH2+]Cc2ccc(C)s2)cc1OC",
  "largest_force_ev_per_a": 0.70
}

---

{
  "formula": "C11H9CdNO4S",
  "method": "ωB97M-V/def2-TZVPD",
  "symbols": ["Cd", "C", "O", "C", "O", "C", "O", "C", "O", "C", "H", "H", "C", "H", "H", "S", "C", "N", "C", "C", "C", "C", "H", "H", "H", "H", "H"],
  "positions_angstrom": [[-0.084, 0.793, -0.692], [-0.054, 1.663, 1.832], [-0.035, 1.940, 2.935], [-0.081, 3.322, -0.694], [-0.082, 4.441, -0.789], [-2.262, 1.146, -0.274], [-3.416, 1.175, -0.207], [2.109, 1.151, -0.336], [3.264, 1.173, -0.294], [-0.084, -0.475, -5.216], [0.857, -1.047, -5.106], [-1.022, -1.046, -5.082], [-0.087, 0.817, -5.523], [-1.028, 1.383, -5.661], [0.851, 1.381, -5.685], [-0.113, -1.536, -0.529], [0.043, -1.453, 1.220], [-1.098, -1.452, 2.007], [-1.074, -1.515, 3.387], [0.153, -1.524, 4.017], [1.346, -1.477, 3.280], [1.276, -1.442, 1.883], [-2.005, -1.449, 1.531], [-2.051, -1.544, 3.895], [0.186, -1.558, 5.091], [2.324, -1.484, 3.767], [2.168, -1.385, 1.242]],
  "forces_ev_per_a": [[0.1, 0.7, -0.4], [0.1, 0.6, 3.0], [0.0, -0.6, -2.5], [0.0, 1.7, -0.7], [0.0, -1.2, 0.2], [-6.6, 0.5, 0.2], [5.0, -0.2, -0.2], [6.5, 0.3, 0.1], [-5.0, -0.1, -0.1], [0.0, -0.7, 0.4], [-0.6, 0.4, -0.1], [0.6, 0.4, -0.2], [0.0, 0.7, 0.0], [0.6, -0.4, 0.1], [-0.6, -0.4, 0.1], [-0.2, -1.3, 0.2], [-0.6, -0.1, 1.0], [0.6, -0.2, 0.4], [0.2, 0.2, -1.2], [0.0, 0.0, 0.0], [-0.4, 0.0, -0.7], [0.1, 0.2, -0.2], [0.4, -0.2, 0.2], [0.7, 0.0, -0.3], [0.0, -0.1, 0.2], [-0.4, 0.0, 0.0], [-0.4, -0.3, 0.5]],
  "lowdin_charge": [1.0141, -0.0462, 0.1544, -0.0542, 0.1834, -0.0714, 0.1660, -0.0618, 0.1709, -0.1044, 0.0563, 0.0555, -0.0997, 0.0564, 0.0569, 0.5482, -0.7431, 0.0711, 0.0077, -0.0076, 0.0237, -0.0870, 0.1568, 0.1608, 0.1308, 0.1441, 0.1185],
  "de_lowest_kj_mol": 48.01,
  "total_charge": 2,
  "lumo_energy_ev": -8.306,
  "largest_force_ev_per_a": 6.64
}

---

{
  "formula": "C5H13NO2",
  "method": "ωB97M-V/def2-TZVPD",
  "symbols": ["C", "C", "C", "N", "H", "H", "H", "H", "H", "H", "H", "H", "H", "O", "C", "C", "O", "H", "H", "H", "H"],
  "positions_angstrom": [[1.198, 1.630, -0.392], [1.006, 0.143, -0.107], [2.231, -0.666, -0.534], [0.662, -0.009, 1.293], [2.052, 2.011, 0.166], [0.318, 2.186, -0.076], [1.373, 1.806, -1.450], [0.088, -0.194, -0.709], [2.453, -0.507, -1.586], [2.064, -1.728, -0.360], [3.102, -0.358, 0.044], [0.340, -0.946, 1.519], [1.467, 0.138, 1.895], [-1.383, -2.308, 0.374], [-1.865, -1.375, -0.216], [-2.452, -0.127, 0.489], [-3.133, 0.755, -0.365], [-2.217, -1.475, -1.264], [-1.619, 0.348, 1.035], [-3.178, -0.471, 1.230], [-2.508, 1.147, -0.985]],
  "forces_ev_per_a": [[-0.1, -0.2, 0.0], [-0.8, -0.1, -0.7], [-0.4, 0.0, 0.0], [-0.1, -0.2, 0.6], [0.1, 0.1, 0.1], [-0.1, 0.1, 0.0], [0.1, 0.0, -0.1], [1.3, 0.3, 0.7], [0.1, -0.1, -0.1], [0.0, -0.1, 0.0], [0.0, 0.1, 0.1], [0.0, -0.1, -0.3], [0.0, 0.2, -0.2], [0.5, 0.5, -0.2], [-2.2, -0.2, 0.8], [1.1, -0.3, 0.2], [0.0, -0.1, -0.4], [0.6, 0.1, -0.3], [-0.3, 0.0, -0.1], [0.1, -0.1, -0.1], [0.0, 0.1, 0.1]],
  "lowdin_charge": [-0.0781, -0.5274, -0.0694, 0.0189, 0.0770, 0.0695, 0.0743, 0.1227, 0.0730, 0.0747, 0.0765, 0.0645, 0.0810, 0.0426, -0.2582, -0.2297, -0.0588, 0.1280, 0.0996, 0.1335, 0.0857],
  "de_lowest_kj_mol": 176.21,
  "lumo_energy_ev": 0.738,
  "smiles": "CC(C)N.O=CCO",
  "largest_force_ev_per_a": 2.31
}

---

{
  "formula": "C41H30N3P2Se2Tl",
  "method": "ωB97M-V/def2-TZVPD",
  "symbols": ["Tl", "Se", "P", "C", "C", "C", "C", "C", "C", "C", "C", "C", "C", "C", "C", "C", "C", "N", "N", "N", "P", "Se", "C", "C", "C", "C", "C", "C", "C", "C", "C", "C", "C", "C", "H", "H", "H", "H", "H", "H", "H", "H", "H", "H", "H", "H", "H", "H", "H", "H", "H", "H", "H", "H", "C", "C", "C", "C", "C", "C", "C", "C", "C", "C", "C", "C", "C", "C", "C", "H", "H", "H", "H", "H", "H", "H", "H", "H", "H"],
  "positions_angstrom": [[-0.643, -0.498, 0.039], [2.306, 4.907, 4.729], [0.304, 4.684, 4.116], [-0.749, 4.279, 5.536], [-0.777, 2.953, 5.963], [-1.502, 2.605, 7.088], [-2.202, 3.576, 7.794], [-2.173, 4.896, 7.372], [-1.445, 5.249, 6.243], [-0.396, 6.235, 3.425], [-1.727, 6.288, 3.007], [-2.233, 7.456, 2.461], [-1.418, 8.573, 2.321], [-0.094, 8.522, 2.731], [0.415, 7.355, 3.286], [-0.151, 3.425, 2.931], [0.459, 2.565, 2.006], [-0.534, 1.823, 1.478], [-1.678, 2.208, 2.013], [-1.479, 3.172, 2.883], [2.156, 2.192, 1.547], [2.398, 0.848, -0.057], [2.880, 1.502, 3.054], [2.273, 0.329, 3.510], [2.763, -0.299, 4.643], [3.865, 0.226, 5.306], [4.477, 1.380, 4.842], [3.981, 2.025, 3.717], [2.945, 3.784, 1.151], [2.211, 4.945, 0.948], [2.845, 6.120, 0.570], [4.220, 6.145, 0.400], [4.958, 4.982, 0.581], [4.322, 3.805, 0.935], [-0.240, 2.194, 5.407], [-1.527, 1.571, 7.408], [-2.774, 3.299, 8.671], [-2.719, 5.656, 7.919], [-1.424, 6.282, 5.917], [-2.345, 5.403, 3.086], [-3.265, 7.489, 2.134], [-1.817, 9.483, 1.886], [0.548, 9.387, 2.618], [1.447, 7.295, 3.614], [1.441, -0.119, 2.967], [2.297, -1.215, 4.985], [4.248, -0.278, 6.186], [5.332, 1.795, 5.363], [4.437, 2.948, 3.383], [1.136, 4.936, 1.072], [2.255, 7.016, 0.419], [4.717, 7.065, 0.116], [6.031, 4.989, 0.430], [4.892, 2.888, 1.028], [-0.267, -1.719, 1.934], [0.378, -2.654, 2.418], [1.133, -3.728, 2.966], [1.666, -4.713, 2.081], [1.629, -4.517, 0.670], [2.103, -5.457, -0.219], [2.642, -6.670, 0.212], [2.664, -6.901, 1.585], [2.197, -5.968, 2.490], [1.243, -3.796, 4.409], [0.226, -3.256, 5.232], [0.289, -3.315, 6.611], [1.381, -3.890, 7.259], [2.412, -4.396, 6.474], [2.349, -4.352, 5.093], [1.211, -3.589, 0.302], [2.052, -5.235, -1.282], [3.017, -7.404, -0.492], [3.049, -7.844, 1.966], [2.205, -6.223, 3.540], [-0.620, -2.790, 4.742], [-0.528, -2.902, 7.193], [1.433, -3.930, 8.341], [3.292, -4.820, 6.949], [3.185, -4.720, 4.513]],
  "forces_ev_per_a": [[-0.1, -0.1, 0.0], [0.1, 0.0, -0.1], [-0.1, 0.1, -0.1], [0.0, -0.1, 0.0], [0.0, 0.0, 0.0], [0.0, 0.0, 0.0], [0.0, 0.0, 0.0], [0.0, 0.0, 0.0], [0.0, 0.0, 0.0], [0.1, 0.0, 0.0], [0.0, 0.0, 0.0], [0.0, 0.0, 0.0], [0.0, 0.0, 0.0], [0.0, 0.0, 0.0], [0.0, 0.0, 0.0], [0.1, -0.1, -0.1], [0.0, -0.1, 0.1], [0.1, 0.1, -0.1], [0.0, 0.0, -0.1], [0.0, 0.0, 0.1], [-0.1, 0.1, 0.2], [0.0, 0.0, -0.2], [0.0, 0.0, 0.1], [0.0, 0.0, -0.1], [0.0, -0.1, 0.0], [0.0, 0.0, 0.0], [0.0, 0.0, 0.0], [0.0, 0.1, 0.0], [0.1, -0.1, 0.0], [-0.1, 0.0, 0.0], [0.0, 0.0, 0.0], [0.0, 0.0, 0.0], [0.0, 0.0, 0.0], [0.0, 0.0, 0.0], [0.0, 0.0, 0.0], [0.0, 0.0, 0.0], [0.0, 0.0, 0.0], [0.0, 0.0, 0.0], [0.0, 0.0, 0.0], [0.0, 0.0, 0.0], [0.0, 0.0, 0.0], [0.0, 0.0, 0.0], [0.0, 0.0, 0.0], [0.0, 0.0, 0.0], [0.0, 0.0, 0.0], [0.0, 0.0, 0.0], [0.0, 0.0, 0.0], [0.0, 0.0, 0.0], [0.0, 0.0, 0.0], [0.0, 0.0, 0.0], [0.0, 0.0, 0.0], [0.0, 0.0, 0.0], [0.0, 0.0, 0.0], [0.0, 0.0, 0.0], [0.1, -0.1, 0.0], [-0.1, 0.1, -0.1], [0.0, 0.1, 0.3], [0.1, -0.1, -0.2], [0.0, 0.1, 0.1], [0.0, 0.0, -0.1], [0.0, 0.0, 0.0], [0.0, -0.1, -0.1], [0.0, 0.0, 0.1], [-0.1, 0.0, -0.1], [0.0, 0.1, 0.0], [0.0, 0.1, 0.0], [0.0, 0.0, 0.1], [0.0, 0.0, 0.0], [0.0, 0.0, -0.1], [0.0, 0.0, 0.0], [0.0, 0.0, 0.0], [0.0, 0.0, 0.0], [0.0, 0.0, 0.0], [0.0, 0.0, 0.0], [0.0, 0.0, 0.0], [0.0, 0.0, 0.0], [0.0, 0.0, 0.0], [0.0, 0.0, 0.0], [0.0, 0.0, 0.1]],
  "lowdin_charge": [0.3981, 0.3213, 0.5386, -0.3568, -0.0759, -0.0729, -0.1007, -0.0984, -0.0870, -0.3431, -0.0822, -0.0870, -0.1043, -0.0973, -0.1230, -0.4473, -0.4290, -0.1136, -0.0558, -0.0245, 0.5407, 0.2084, -0.3552, -0.0701, -0.0444, -0.0843, -0.1013, -0.1486, -0.3544, -0.0939, -0.0881, -0.0988, -0.0881, -0.1146, 0.1148, 0.1052, 0.0932, 0.0931, 0.1022, 0.0944, 0.0980, 0.0926, 0.0952, 0.0432, 0.0705, 0.0984, 0.0971, 0.0937, 0.0701, 0.0981, 0.0980, 0.0926, 0.0966, 0.1043, -0.3134, -0.2630, -0.2272, -0.1868, -0.0486, -0.1381, -0.1677, -0.1508, -0.0736, -0.2084, -0.0582, -0.1324, -0.1583, -0.1370, -0.0792, 0.0831, 0.0845, 0.0658, 0.0803, 0.0794, 0.0975, 0.0840, 0.0708, 0.0830, 0.0961],
  "total_charge": -2,
  "lumo_energy_ev": 3.730,
  "largest_force_ev_per_a": 0.32
}

---

{
  "formula": "C2H3ClN2O",
  "method": "ωB97M-V/def2-TZVPD",
  "symbols": ["C", "N", "C", "O", "N", "H", "H", "Cl", "H"],
  "positions_angstrom": [[0.174, 0.523, 0.750], [-0.206, -0.703, 0.385], [-0.614, -0.592, -0.810], [-0.664, 0.669, -1.213], [-0.160, 1.397, -0.239], [0.714, 0.819, 1.731], [-1.292, -1.313, -1.314], [2.903, -1.192, -0.255], [1.535, -1.313, -0.361]],
  "forces_ev_per_a": [[0.0, 3.1, -0.6], [1.1, -2.1, 1.6], [-3.1, -0.9, -1.1], [-0.3, -0.7, -1.1], [2.0, 0.8, 3.3], [-1.3, -0.5, -2.1], [1.2, 0.5, -0.1], [-1.9, -0.2, -0.3], [2.3, 0.0, 0.3]],
  "lowdin_charge": [-0.1932, 0.0334, -0.2391, -0.0026, 0.0652, 0.1580, 0.1607, 0.2240, -0.2064],
  "de_lowest_kj_mol": 179.99,
  "lumo_energy_ev": 0.467,
  "smiles": "c1ncon1.Cl",
  "largest_force_ev_per_a": 3.91
}

---

{
  "formula": "C16H18N2O4",
  "method": "ωB97M-V/def2-TZVPD",
  "symbols": ["C", "C", "O", "C", "O", "C", "N", "C", "C", "C", "C", "C", "C", "C", "O", "C", "N", "C", "C", "O", "C", "C", "H", "H", "H", "H", "H", "H", "H", "H", "H", "H", "H", "H", "H", "H", "H", "H", "H", "H"],
  "positions_angstrom": [[4.498, 2.468, -1.211], [3.670, 2.560, 0.059], [2.571, 1.652, -0.036], [1.386, 2.063, 0.478], [1.243, 3.125, 1.028], [0.321, 1.093, 0.252], [-0.975, 1.510, 0.414], [-1.733, 0.526, 0.066], [-3.176, 0.503, 0.042], [-3.871, -0.634, -0.368], [-5.253, -0.630, -0.381], [-5.950, 0.500, 0.015], [-5.261, 1.633, 0.425], [-3.881, 1.640, 0.441], [-1.015, -0.579, -0.315], [0.285, -0.226, -0.198], [1.223, -1.142, -0.559], [2.439, -1.295, 0.220], [2.186, -2.264, 1.382], [1.730, -3.514, 0.914], [0.542, -3.381, 0.165], [0.752, -2.436, -1.025], [3.895, 2.744, -2.072], [5.347, 3.143, -1.141], [4.860, 1.453, -1.351], [3.275, 3.570, 0.209], [4.267, 2.284, 0.936], [-3.323, -1.513, -0.675], [-5.789, -1.512, -0.700], [-7.030, 0.499, 0.004], [-5.807, 2.512, 0.733], [-3.322, 2.506, 0.754], [2.768, -0.327, 0.587], [3.202, -1.710, -0.444], [3.109, -2.464, 1.928], [1.445, -1.824, 2.068], [0.282, -4.384, -0.175], [-0.266, -2.992, 0.804], [-0.172, -2.314, -1.588], [1.526, -2.845, -1.681]],
  "forces_ev_per_a": [[-0.3, -0.1, 0.3], [0.3, 0.5, 0.0], [-0.1, -0.2, -0.2], [0.3, 0.2, 0.1], [-0.1, -0.1, -0.1], [0.0, -0.9, -0.3], [-1.0, -0.2, 0.0], [0.9, 0.9, 0.4], [-0.6, -0.3, -0.1], [0.2, 0.1, 0.1], [-0.1, 0.0, 0.0], [-0.1, 0.0, 0.0], [0.0, 0.0, 0.0], [0.2, -0.1, -0.1], [0.0, -0.2, 0.0], [0.5, 1.0, 0.2], [-0.3, -0.1, -0.2], [0.1, -0.1, 0.6], [0.2, 0.3, -0.1], [0.1, -0.2, 0.0], [-0.1, 0.1, -0.3], [-0.2, -0.4, 0.1], [0.0, 0.0, -0.1], [0.1, 0.1, 0.0], [0.1, -0.1, -0.1], [0.1, -0.2, 0.0], [-0.1, 0.1, -0.1], [0.0, -0.1, 0.0], [0.0, -0.1, 0.0], [-0.1, 0.0, 0.0], [0.0, 0.1, 0.0], [0.0, 0.1, 0.0], [0.1, -0.1, 0.0], [0.0, 0.1, 0.1], [0.0, 0.1, 0.0], [0.1, 0.0, 0.0], [-0.1, 0.1, 0.0], [0.0, -0.1, -0.1], [0.1, -0.1, 0.0], [-0.1, 0.0, 0.0]],
  "lowdin_charge": [-0.0629, -0.2187, -0.0455, -0.4370, 0.1179, -0.0984, 0.2144, -0.2676, -0.1466, -0.0250, -0.0831, -0.0884, -0.0773, -0.0173, 0.1221, -0.1843, -0.0396, -0.1073, -0.1747, -0.1268, -0.1791, -0.1121, 0.0792, 0.0765, 0.0722, 0.1193, 0.1282, 0.1109, 0.1025, 0.1007, 0.1037, 0.1150, 0.1123, 0.1364, 0.1289, 0.1332, 0.1283, 0.1285, 0.1278, 0.1336],
  "de_lowest_kj_mol": 171.37,
  "lumo_energy_ev": 0.684,
  "smiles": "CCOC(=O)c1nc(-c2ccccc2)oc1N1CCOCC1",
  "largest_force_ev_per_a": 1.36
}